{
  "formula": "C81H171N9O9",
  "method": "ωB97M-V with the def2-TZVPD basis set",
  "symbols": ["C", "C", "C", "C", "C", "C", "C", "C", "C", "N", "O", "H", "H", "H", "H", "H", "H", "H", "H", "H", "H", "H", "H", "H", "H", "H", "H", "H", "H", "H", "C", "C", "C", "C", "C", "C", "C", "C", "C", "N", "O", "H", "H", "H", "H", "H", "H", "H", "H", "H", "H", "H", "H", "H", "H", "H", "H", "H", "H", "H", "C", "C", "C", "C", "C", "C", "C", "C", "C", "N", "O", "H", "H", "H", "H", "H", "H", "H", "H", "H", "H", "H", "H", "H", "H", "H", "H", "H", "H", "H", "C", "C", "C", "C", "C", "C", "C", "C", "C", "N", "O", "H", "H", "H", "H", "H", "H", "H", "H", "H", "H", "H", "H", "H", "H", "H", "H", "H", "H", "H", "C", "C", "C", "C", "C", "C", "C", "C", "C", "N", "O", "H", "H", "H", "H", "H", "H", "H", "H", "H", "H", "H", "H", "H", "H", "H", "H", "H", "H", "H", "C", "C", "C", "C", "C", "C", "C", "C", "C", "N", "O", "H", "H", "H", "H", "H", "H", "H", "H", "H", "H", "H", "H", "H", "H", "H", "H", "H", "H", "H", "C", "C", "C", "C", "C", "C", "C", "C", "C", "N", "O", "H", "H", "H", "H", "H", "H", "H", "H", "H", "H", "H", "H", "H", "H", "H", "H", "H", "H", "H", "C", "C", "C", "C", "C", "C", "C", "C", "C", "N", "O", "H", "H", "H", "H", "H", "H", "H", "H", "H", "H", "H", "H", "H", "H", "H", "H", "H", "H", "H", "C", "C", "C", "C", "C", "C", "C", "C", "C", "N", "O", "H", "H", "H", "H", "H", "H", "H", "H", "H", "H", "H", "H", "H", "H", "H", "H", "H", "H", "H"],
  "positions_angstrom": [[2.363, 2.589, -6.018], [1.705, 1.764, -7.120], [0.795, 2.591, -8.066], [2.870, 1.087, -7.875], [2.438, -0.177, -8.620], [1.990, -1.133, -7.523], [0.702, -0.654, -6.840], [-0.593, -0.704, -7.707], [0.449, -1.532, -5.583], [0.940, 0.741, -6.379], [-0.128, 1.235, -5.563], [1.622, 3.263, -5.579], [2.679, 2.006, -5.150], [3.231, 3.154, -6.361], [-0.245, 2.426, -7.780], [1.019, 3.656, -7.998], [0.808, 2.303, -9.119], [3.292, 1.798, -8.590], [3.694, 0.754, -7.241], [1.651, 0.076, -9.333], [3.267, -0.625, -9.169], [2.778, -1.274, -6.782], [1.808, -2.100, -8.003], [-1.405, -0.566, -6.992], [-0.721, -1.741, -8.034], [-0.680, -0.012, -8.540], [-0.562, -1.445, -5.188], [1.083, -1.155, -4.777], [0.723, -2.525, -5.936], [0.443, 1.271, -4.785], [-1.519, -2.374, 6.657], [-0.614, -1.310, 5.987], [-1.391, -0.557, 4.901], [-0.111, -0.212, 6.948], [0.870, -0.716, 7.998], [2.108, -1.379, 7.220], [1.718, -2.386, 6.139], [2.922, -2.604, 5.215], [1.433, -3.782, 6.763], [0.567, -1.934, 5.391], [0.132, -2.886, 4.394], [-0.996, -2.736, 7.541], [-2.525, -2.050, 6.928], [-1.667, -3.225, 5.993], [-2.045, -1.193, 4.302], [-2.007, 0.235, 5.330], [-0.680, -0.079, 4.223], [0.431, 0.519, 6.345], [-0.894, 0.217, 7.579], [1.256, 0.016, 8.707], [0.370, -1.444, 8.643], [2.589, -2.010, 7.973], [2.875, -0.657, 6.941], [2.846, -3.518, 4.626], [3.885, -2.623, 5.726], [2.990, -1.762, 4.521], [0.737, -3.686, 7.595], [2.341, -4.220, 7.193], [1.117, -4.552, 6.061], [0.186, -2.297, 3.633], [1.098, -0.958, 1.087], [0.673, 0.435, 0.568], [1.148, 1.491, 1.580], [1.451, 0.711, -0.717], [0.737, 0.209, -1.970], [-0.698, 0.711, -2.048], [-1.472, 0.225, -0.805], [-2.810, 1.002, -0.896], [-1.764, -1.283, -0.945], [-0.779, 0.596, 0.423], [-1.471, 0.115, 1.557], [2.155, -1.038, 1.359], [0.559, -1.236, 1.994], [1.041, -1.747, 0.333], [0.589, 1.337, 2.504], [2.204, 1.309, 1.787], [1.059, 2.517, 1.227], [1.590, 1.778, -0.937], [2.502, 0.427, -0.623], [1.301, 0.730, -2.756], [0.854, -0.850, -2.216], [-1.110, 0.450, -3.021], [-0.616, 1.798, -1.949], [-3.455, 0.728, -0.054], [-3.361, 0.729, -1.794], [-2.673, 2.071, -0.735], [-1.977, -1.519, -1.987], [-2.569, -1.609, -0.286], [-0.849, -1.814, -0.674], [-1.524, -0.849, 1.435], [-5.175, -1.729, -4.593], [-5.977, -2.386, -3.422], [-5.095, -2.097, -2.213], [-7.362, -1.722, -3.530], [-8.424, -2.433, -2.687], [-8.530, -3.924, -3.075], [-7.186, -4.639, -3.217], [-6.754, -5.202, -1.817], [-7.454, -5.790, -4.189], [-6.125, -3.803, -3.773], [-4.910, -4.473, -3.997], [-5.202, -0.640, -4.515], [-4.132, -2.042, -4.662], [-5.676, -1.922, -5.546], [-4.630, -1.114, -2.237], [-5.646, -2.194, -1.273], [-4.312, -2.856, -2.198], [-7.349, -0.659, -3.283], [-7.714, -1.751, -4.564], [-8.176, -2.487, -1.618], [-9.371, -1.892, -2.653], [-9.235, -4.009, -3.910], [-9.115, -4.499, -2.350], [-6.310, -4.431, -1.185], [-5.871, -5.824, -1.996], [-7.574, -5.790, -1.416], [-7.480, -5.497, -5.239], [-8.394, -6.261, -3.905], [-6.636, -6.515, -4.162], [-4.812, -4.294, -4.940], [6.554, 1.462, 3.865], [5.096, 1.941, 4.106], [4.189, 0.726, 3.960], [4.983, 2.449, 5.531], [5.370, 3.907, 5.787], [4.652, 4.846, 4.768], [4.760, 4.380, 3.302], [3.570, 5.029, 2.580], [6.125, 4.922, 2.794], [4.592, 2.933, 3.168], [4.523, 2.552, 1.833], [6.592, 0.885, 2.937], [7.201, 2.322, 3.686], [6.883, 0.804, 4.666], [4.242, 0.261, 2.975], [4.383, -0.063, 4.688], [3.187, 1.111, 4.169], [3.967, 2.238, 5.892], [5.525, 1.901, 6.309], [5.049, 4.150, 6.797], [6.439, 4.001, 5.585], [5.060, 5.844, 4.927], [3.627, 4.853, 5.150], [2.649, 4.691, 3.054], [3.517, 4.751, 1.528], [3.678, 6.108, 2.704], [6.244, 4.550, 1.772], [6.990, 4.672, 3.405], [6.127, 6.010, 2.699], [3.721, 2.024, 1.762], [6.742, 1.171, -2.946], [5.387, 1.060, -2.246], [4.713, 2.423, -2.136], [4.396, 0.178, -3.058], [4.617, -1.356, -2.959], [4.620, -1.707, -1.479], [5.676, -0.932, -0.673], [5.403, -1.265, 0.792], [7.089, -1.471, -1.008], [5.466, 0.496, -0.875], [6.352, 1.300, -0.109], [6.514, 1.634, -3.913], [7.345, 1.946, -2.470], [7.338, 0.284, -3.133], [3.902, 2.359, -1.408], [5.439, 3.186, -1.857], [4.219, 2.676, -3.077], [3.343, 0.475, -3.026], [4.487, 0.330, -4.144], [3.798, -1.848, -3.485], [5.576, -1.605, -3.414], [4.752, -2.774, -1.284], [3.612, -1.466, -1.124], [4.376, -1.048, 1.081], [6.136, -0.727, 1.399], [5.682, -2.298, 1.010], [7.178, -2.530, -0.750], [7.857, -0.961, -0.424], [7.378, -1.454, -2.058], [5.751, 1.681, 0.545], [3.318, 8.812, -2.376], [2.375, 7.903, -1.584], [2.712, 8.032, -0.085], [0.987, 8.579, -1.774], [-0.154, 7.679, -1.411], [-0.016, 6.365, -2.175], [1.353, 5.613, -1.935], [1.298, 5.063, -0.482], [1.380, 4.437, -2.881], [2.464, 6.543, -2.133], [3.708, 5.938, -1.999], [3.066, 8.834, -3.437], [3.290, 9.856, -2.057], [4.367, 8.521, -2.277], [3.586, 7.428, 0.180], [3.006, 9.064, 0.116], [1.926, 7.800, 0.633], [0.993, 9.597, -1.382], [0.933, 8.768, -2.855], [-0.080, 7.538, -0.330], [-1.106, 8.129, -1.700], [-0.275, 6.432, -3.233], [-0.859, 5.787, -1.779], [0.351, 4.544, -0.329], [1.321, 5.823, 0.297], [2.137, 4.390, -0.287], [1.388, 4.624, -3.955], [0.639, 3.663, -2.674], [2.351, 3.941, -2.749], [3.739, 5.622, -1.075], [-6.377, -0.695, 6.129], [-6.714, 0.147, 4.888], [-8.182, 0.576, 4.936], [-5.936, 1.480, 4.951], [-4.454, 1.241, 4.561], [-4.349, 0.652, 3.163], [-5.077, -0.715, 3.048], [-5.143, -1.058, 1.575], [-4.319, -1.865, 3.744], [-6.435, -0.514, 3.616], [-7.284, -1.628, 3.421], [-7.069, -1.535, 6.047], [-5.335, -0.992, 6.209], [-6.586, -0.091, 7.014], [-8.870, -0.238, 5.179], [-8.361, 1.355, 5.676], [-8.476, 0.918, 3.943], [-6.330, 2.118, 4.155], [-5.906, 2.038, 5.884], [-3.814, 2.123, 4.665], [-3.936, 0.644, 5.322], [-3.322, 0.543, 2.799], [-4.732, 1.370, 2.431], [-5.719, -1.980, 1.436], [-4.211, -1.217, 1.035], [-5.717, -0.308, 1.021], [-4.102, -1.668, 4.790], [-3.418, -2.073, 3.163], [-4.969, -2.738, 3.659], [-7.608, -1.487, 2.525], [-2.492, -6.561, 0.880], [-2.191, -5.090, 0.548], [-3.475, -4.379, 0.994], [-1.085, -4.511, 1.433], [0.286, -5.022, 0.978], [0.492, -4.766, -0.539], [-0.627, -5.252, -1.500], [-0.389, -4.565, -2.825], [-0.465, -6.786, -1.651], [-1.910, -4.886, -0.887], [-3.037, -5.196, -1.643], [-3.212, -7.025, 0.202], [-1.661, -7.257, 0.713], [-2.784, -6.745, 1.914], [-4.399, -4.550, 0.438], [-3.723, -4.503, 2.048], [-3.327, -3.294, 0.902], [-1.048, -3.414, 1.404], [-1.202, -4.642, 2.512], [1.138, -4.647, 1.544], [0.331, -6.111, 1.073], [1.411, -5.327, -0.730], [0.729, -3.720, -0.745], [0.546, -4.923, -3.255], [-0.296, -3.472, -2.785], [-1.216, -4.622, -3.539], [0.206, -7.203, -0.900], [-0.019, -6.984, -2.629], [-1.364, -7.403, -1.648], [-3.447, -4.343, -1.823]],
  "forces_ev_per_angstrom": [[-0.53, 1.07, 0.52], [0.08, -0.69, 0.38], [-0.17, -0.10, 0.21], [-0.07, -0.45, -1.06], [0.19, 0.48, 0.78], [-0.96, -0.30, -1.03], [-0.91, 1.44, 0.37], [0.42, -1.11, 0.78], [0.44, 0.75, -0.70], [1.05, -1.59, -0.49], [1.18, -0.03, -0.34], [0.14, 0.33, -0.27], [0.19, -0.50, -0.38], [-0.16, 0.18, -0.12], [0.04, 0.29, 0.30], [-0.02, 0.01, -0.06], [0.49, -0.15, 0.03], [-0.07, 0.26, 0.18], [-0.15, 0.41, 0.46], [-0.14, -0.32, 0.02], [0.05, 0.17, -0.07], [0.04, 0.11, 0.04], [-0.20, -0.17, 0.34], [-0.16, 0.45, -0.26], [-0.02, 0.08, -0.39], [0.24, 0.03, 0.01], [-0.15, -0.29, -0.33], [0.40, -0.41, -0.08], [-0.27, -0.35, 0.73], [-0.96, 0.38, 0.61], [0.35, 0.08, 0.12], [-0.64, 0.06, 0.56], [0.25, -0.13, -0.44], [0.63, -0.30, 1.21], [1.50, -1.31, -1.38], [-1.20, -0.38, 2.19], [0.17, -1.81, 0.05], [0.04, 0.67, -0.80], [0.53, 0.00, 0.87], [-0.18, 1.16, -1.13], [0.54, 0.57, 0.48], [-0.36, -0.10, 0.16], [0.13, 0.43, 0.09], [0.20, 0.04, -0.14], [0.28, 0.02, 0.21], [0.07, -0.13, 0.11], [0.00, 0.08, 0.01], [-0.40, 0.34, -0.02], [-0.54, 0.32, -0.89], [-0.10, 0.43, -0.34], [0.14, -0.28, -0.17], [0.34, 0.12, -0.02], [-0.37, 0.26, -0.48], [-0.16, -0.01, 0.03], [-0.20, -0.13, 0.41], [-0.08, -0.05, -0.10], [-0.16, -0.23, -0.11], [0.17, 0.33, 0.05], [-0.44, 0.41, -0.25], [-0.06, -0.45, -0.29], [0.35, -0.39, -0.07], [1.18, 0.14, 0.63], [-0.15, -0.58, 0.36], [-0.69, 0.36, -0.70], [1.20, 0.39, -1.08], [1.61, -0.05, 1.49], [-1.56, 0.29, -1.55], [-0.21, -0.55, 1.55], [0.85, 0.38, 0.30], [0.14, 0.74, -0.64], [0.21, -0.13, -0.38], [0.02, 0.64, 0.08], [-0.19, -0.07, -0.14], [-0.57, 0.03, -0.02], [0.12, 0.30, 0.13], [-0.05, -0.17, 0.15], [-0.32, -0.07, -0.10], [-0.55, 0.26, 0.57], [-0.16, -0.68, 0.06], [-0.13, -0.31, -0.36], [-0.17, -0.16, 0.41], [-0.55, -0.09, 0.26], [-0.27, 0.11, -0.26], [0.00, -0.22, -0.04], [0.18, 0.33, -0.22], [0.20, 0.07, -0.61], [-0.27, -0.12, 0.10], [-0.06, -0.10, -0.21], [-0.16, -0.34, -0.06], [-0.03, -0.04, 0.20], [-0.51, 0.07, -0.48], [1.15, 0.77, -1.96], [-0.84, -0.50, 1.03], [-0.73, -0.43, 0.90], [0.38, -0.88, 1.15], [-1.11, 1.16, -0.11], [0.44, -0.56, 0.36], [0.76, -0.05, -1.45], [0.74, -0.63, 0.14], [-1.69, 1.21, -0.46], [-0.15, 0.19, 0.17], [0.15, 0.01, 0.33], [-0.01, -0.07, 0.15], [0.10, -0.31, 0.00], [-0.07, 0.02, -0.09], [0.06, 0.06, 0.07], [0.10, 0.23, -0.06], [0.41, -0.03, 0.23], [0.27, -0.21, -0.14], [0.56, 0.52, -0.01], [-0.15, -0.20, -0.55], [0.80, -0.01, -0.75], [0.28, 0.23, 0.45], [-0.84, 0.22, 0.34], [-0.25, -0.40, 0.00], [0.20, 0.09, 0.52], [-0.36, 0.50, 0.14], [0.07, -0.24, -0.14], [-0.17, -0.16, 0.28], [0.40, -0.39, 0.03], [-0.45, 0.41, -1.02], [1.43, -1.27, -0.24], [-0.57, 0.07, 0.39], [-0.87, 0.54, 1.38], [-0.47, -0.11, -1.95], [-0.08, -1.37, 1.64], [0.29, 0.77, 0.52], [0.50, 0.03, 0.02], [-0.58, -0.11, -1.03], [-0.69, 0.99, 1.76], [0.79, -0.51, -0.60], [0.01, -0.02, -0.03], [0.27, -0.11, 0.44], [0.16, 0.22, 0.11], [-0.02, 0.12, -0.02], [0.29, 0.13, 0.08], [-0.22, -0.38, -0.25], [-0.31, 0.58, -0.31], [0.53, -0.61, -0.77], [0.54, 0.28, 0.10], [0.16, 0.07, 0.69], [-0.09, 0.13, -0.48], [-0.26, 0.15, -0.55], [-0.02, 0.06, 0.04], [0.17, 0.20, -0.04], [-0.25, 0.07, -0.24], [0.41, -0.12, 0.06], [-0.13, -0.34, 0.05], [-0.25, 0.03, 0.17], [-0.15, 0.17, -0.07], [-0.31, 1.38, -0.72], [-0.72, -1.28, 0.08], [0.12, 0.06, -0.11], [0.41, -0.93, -1.69], [-0.12, 1.06, 0.91], [-0.33, -0.05, -0.36], [0.17, -0.91, -0.10], [1.18, 0.15, 0.24], [0.24, -0.25, 0.06], [-0.95, 0.31, -0.31], [0.14, -0.41, -0.13], [0.11, -0.24, -0.18], [0.17, -0.35, 0.36], [-0.24, -0.17, 0.24], [0.15, 0.06, 0.21], [-0.23, 0.18, 0.03], [0.36, 0.19, -0.14], [0.02, -0.19, 1.24], [0.77, 0.64, 0.06], [0.15, -0.21, -0.08], [-0.09, -0.11, -0.18], [0.16, -0.02, -0.08], [0.09, 0.10, 0.32], [0.05, 0.02, 0.07], [-0.40, 0.38, 0.17], [-0.51, -0.20, -0.24], [-0.27, 0.01, 0.22], [-0.06, 0.21, -0.09], [-0.19, 0.36, -0.02], [0.13, 0.26, 0.27], [0.89, 0.08, -0.16], [-0.05, 1.25, 0.77], [0.83, 0.00, 0.24], [0.59, -0.48, -2.01], [0.47, 0.34, -0.23], [-0.10, -0.30, 0.87], [-1.97, 0.71, 0.82], [0.05, -0.04, -0.04], [1.67, -1.06, -0.35], [-1.63, 0.54, -1.47], [0.05, -0.09, 0.84], [-0.03, -0.33, 0.00], [-0.29, -0.09, 0.32], [-0.07, -0.22, -0.06], [-0.02, -0.04, 0.02], [-0.03, 0.02, -0.02], [-0.20, -0.15, -0.26], [0.03, -0.26, 0.66], [-0.19, -0.11, -0.08], [-0.60, -0.33, -0.01], [-0.06, 0.08, 0.40], [0.52, 0.48, -0.13], [0.41, -0.68, -0.03], [0.17, -0.36, -0.08], [0.11, 0.22, -0.20], [-0.12, -0.21, -0.01], [-0.41, 0.70, 0.12], [-0.29, 0.32, 0.20], [-0.08, -0.10, 0.13], [0.33, 0.02, -0.19], [-0.64, 0.23, -0.30], [0.45, 0.94, 1.07], [-0.59, -0.72, -0.27], [1.99, -0.24, -1.68], [0.44, 0.15, 0.48], [0.27, -0.36, 0.14], [0.61, 0.61, 0.89], [-1.64, -0.39, -0.74], [-0.58, 0.16, -0.57], [0.14, 1.02, -1.32], [0.27, -0.31, 0.23], [0.38, -0.34, 0.56], [-0.07, -0.19, -0.21], [-0.26, -0.18, 0.09], [0.18, -0.15, 0.01], [0.21, 0.10, -0.04], [0.04, 0.27, 0.08], [-0.21, 0.21, 0.19], [-0.75, -0.41, 0.28], [-0.51, 0.50, -0.44], [-0.51, -0.62, -0.18], [0.06, -0.26, 0.49], [-0.58, -0.08, 0.11], [0.17, -0.14, 0.04], [0.26, 0.22, 0.52], [0.15, 0.22, 0.07], [0.16, -0.06, -0.11], [0.13, -0.09, 0.26], [0.08, -0.12, 0.21], [-0.23, -0.02, 0.10], [1.01, -1.55, -0.38], [-1.14, -0.90, 0.93], [-0.33, 1.87, -0.47], [1.49, 0.29, -0.03], [-0.65, -0.37, -1.02], [0.49, -0.02, 0.77], [-0.12, -0.75, 1.44], [-0.49, 1.03, -0.77], [0.28, -0.46, -0.78], [0.42, 2.13, 1.07], [-0.02, -0.72, -0.48], [-0.51, 0.61, 0.12], [0.41, 0.44, 0.18], [-0.24, 0.35, 0.00], [0.25, -0.58, -0.19], [0.34, -0.46, 0.03], [0.09, -0.04, -0.08], [-0.27, 0.11, -0.66], [-0.46, -0.73, -0.11], [-0.13, 0.28, 0.05], [-0.13, -0.04, 0.33], [-0.02, 0.11, -0.65], [-0.21, 0.12, 0.11], [-0.14, -0.15, -0.18], [0.21, -0.02, 0.73], [0.06, -0.87, 0.00], [-0.04, 0.03, 0.05], [0.20, -0.11, 0.09], [-0.30, 0.48, 0.13], [0.04, -0.14, -0.21]],
  "mulliken_charge": [-2.46, 2.22, -1.67, -1.32, -0.79, -1.08, 1.42, -1.78, -1.39, 1.16, -0.64, 0.53, 0.05, 0.58, 0.33, 0.44, 0.32, 0.50, 0.29, 0.31, 0.45, 0.18, 0.50, 0.43, 0.43, 0.32, 0.18, -0.17, 0.50, 0.16, -1.83, 1.79, -0.22, -0.82, -1.08, -1.15, 1.78, -1.82, -1.81, 0.80, -0.17, 0.41, 0.32, 0.23, -0.55, 0.61, -0.89, 0.30, 0.43, 0.47, 0.39, 0.44, 0.23, 0.34, 0.44, 0.13, 0.45, 0.52, 0.18, -0.02, 0.32, 3.27, -0.33, 1.37, 1.34, -1.96, 2.17, -1.72, 0.22, -0.44, 0.23, -0.68, -0.84, -0.14, -0.11, -0.83, -0.10, -0.73, -0.23, -1.01, -0.29, 1.27, -0.56, -0.06, 0.28, 0.40, 0.64, -0.83, -0.68, -0.03, -2.73, 1.89, 0.52, -1.25, -0.58, -1.54, 1.51, -1.14, -1.88, 0.39, -0.35, 0.40, 0.57, 0.51, -0.06, -0.30, -0.42, 0.47, 0.37, 0.13, 0.48, 0.43, 0.51, -0.05, 0.21, 0.61, 0.41, 0.43, 0.35, 0.35, -1.68, 2.42, -1.91, -1.43, -0.99, -1.21, 1.32, -1.94, -1.73, -0.40, 2.16, 0.17, 0.36, 0.43, -0.72, 0.65, 0.54, 0.42, 0.45, 0.48, 0.37, 0.41, 0.45, 0.42, 0.11, 0.59, 0.19, 0.34, 0.49, -0.44, -1.86, 1.92, -1.68, 0.11, -1.43, -0.37, 1.51, -1.67, -1.98, 1.74, -0.73, 0.44, 0.39, 0.24, -0.13, 0.56, 0.43, -1.12, 0.45, 0.59, 0.46, 0.66, -0.64, -0.32, 0.29, 0.54, 0.46, 0.38, 0.31, 0.04, -2.08, 1.88, -1.76, -1.50, -0.59, -1.57, 2.25, -0.70, -2.11, 0.29, -0.46, 0.46, 0.40, 0.40, 0.32, 0.54, 0.35, 0.41, 0.49, 0.23, 0.50, 0.44, 0.34, 0.44, 0.17, -0.39, 0.91, 0.04, -0.03, 0.37, -1.47, 1.47, -1.95, -1.55, -0.49, -0.56, 2.79, -2.23, -1.19, 0.56, -0.51, 0.46, 0.04, 0.41, 0.36, 0.39, 0.44, 0.40, 0.54, 0.57, -0.04, -0.27, 0.51, 0.89, -0.61, 0.65, 0.01, -0.13, 0.57, 0.36, -2.06, 1.93, -1.81, -0.17, -1.13, -1.01, 2.10, -1.99, -2.01, 1.51, -0.65, 0.37, 0.36, 0.41, 0.15, 0.56, -0.02, -1.16, 0.87, 0.56, 0.49, 0.69, -0.46, 0.62, -0.03, 0.35, 0.36, 0.56, 0.25, -0.08],
  "smiles": "CC1(C)CCCC(C)(C)N1O.CC1(C)CCCC(C)(C)N1O.CC1(C)CCCC(C)(C)N1O.CC1(C)CCCC(C)(C)N1O.CC1(C)CCCC(C)(C)N1O.CC1(C)CCCC(C)(C)N1O.CC1(C)CCCC(C)(C)N1O.CC1(C)CCCC(C)(C)N1O.CC1(C)CCCC(C)(C)N1O",
  "e_lumo_ev": 0.523,
  "homo_lumo_gap_ev": 8.60,
  "total_energy_ev": -118596.6623,
  "spin_multiplicity": 1,
  "e_above_lowest_kcal_mol": 87.1
}